Record 1
125
Properties=species:S:1:pos:R:3:lowdin_charge:R:1 method="wB97M-V/def2-TZVPD" e_homo_ev=-10.251 total_energy_ha=-3815.55726 multiplicity=1 gap_ev=4.20 largest_force_ev_per_a=10.1 total_charge=+1
C -0.50 -0.06 1.64 -0.129
C -1.11 -0.71 0.24 -0.172
B -0.46 -2.22 -0.10 -0.303
O 0.65 -2.62 0.78 0.029
C -1.06 -3.05 -1.38 0.089
C -2.47 -2.43 -2.04 0.162
C -3.20 -3.13 -3.38 0.075
C -4.60 -2.46 -3.94 -0.206
O -4.48 -1.31 -4.62 0.031
O -5.96 -2.97 -3.72 -0.115
N -6.12 -3.05 -2.36 0.002
C -2.44 -4.45 -3.99 -0.046
O -3.03 -5.11 -5.16 -0.141
C -3.05 -4.26 -6.36 -0.122
C -1.83 -3.18 -6.49 -0.335
C -2.07 -2.40 -7.95 -0.060
O -0.48 -3.79 -6.58 -0.117
C -1.06 -5.01 -3.24 -0.103
P -0.11 -6.57 -3.92 0.958
N -1.14 -7.52 -5.03 -0.173
O 1.27 -6.06 -4.90 -0.300
N -0.46 -4.31 -2.00 0.021
C 0.78 -4.94 -1.42 -0.150
O 1.96 -4.41 -1.85 0.108
C 0.90 -6.17 -0.36 -0.107
F 2.09 -5.83 0.52 0.039
F 1.36 -7.38 -1.12 0.020
C -0.34 -6.41 0.65 -0.094
F 0.13 -7.43 1.67 0.050
F -0.68 -5.20 1.48 0.038
C -1.73 -6.98 0.05 -0.085
F -2.56 -7.38 1.25 0.033
F -2.59 -5.94 -0.63 -0.010
C -1.63 -8.34 -0.86 -0.170
O -0.80 -9.36 -0.52 0.065
O -2.46 -8.54 -2.06 0.028
H 0.67 -0.16 1.73 0.096
H -1.02 -0.57 2.57 0.092
H -0.73 1.10 1.61 0.093
H -2.28 -0.76 0.34 0.106
H -0.76 0.00 -0.63 0.132
H 0.28 -2.78 1.71 0.133
H -3.03 -1.49 -1.61 0.136
H -7.15 -3.16 -2.15 0.134
H -5.60 -3.94 -2.10 0.110
H -3.04 -4.98 -7.31 0.167
H -4.12 -3.73 -6.38 0.154
H -1.87 -2.30 -5.68 0.149
H -1.10 -2.33 -8.60 0.092
H -2.95 -2.89 -8.57 0.095
H -2.42 -1.28 -7.76 0.100
H 0.11 -3.03 -6.93 0.129
H -0.45 -8.08 -5.61 0.077
H -1.71 -8.24 -4.54 0.043
H 1.04 -6.24 -5.87 0.080
H -2.41 -7.66 -2.55 0.085
C -0.51 5.84 6.18 -0.109
O 0.67 5.40 5.52 -0.207
C 0.86 3.99 5.59 -0.183
C 1.43 3.45 4.28 -0.165
O 0.51 3.44 3.18 -0.144
C 0.08 4.71 2.68 -0.170
C 1.17 5.51 1.95 -0.187
O 2.14 6.01 2.87 -0.202
C 3.48 5.87 2.41 -0.111
H -0.33 5.90 7.25 0.087
H -0.75 6.84 5.80 0.090
H -1.36 5.19 5.97 0.084
H -0.08 3.47 5.82 0.122
H 1.56 3.79 6.41 0.125
H 1.71 2.40 4.44 0.122
H 2.35 3.96 4.00 0.107
H -0.39 5.30 3.47 0.111
H -0.71 4.49 1.95 0.121
H 0.72 6.37 1.46 0.124
H 1.64 4.87 1.19 0.122
H 3.66 4.88 1.99 0.083
H 4.15 6.01 3.26 0.087
H 3.69 6.64 1.67 0.087
C 6.95 3.13 8.52 -0.107
O 6.71 2.01 7.69 -0.208
C 5.40 1.47 7.80 -0.188
C 4.88 1.01 6.44 -0.166
O 4.54 2.08 5.54 -0.142
C 5.63 2.87 5.05 -0.162
C 6.58 2.15 4.09 -0.185
O 7.37 1.19 4.78 -0.204
C 7.50 -0.04 4.08 -0.111
H 7.15 2.79 9.54 0.088
H 7.82 3.66 8.14 0.091
H 6.10 3.82 8.51 0.086
H 4.70 2.21 8.23 0.123
H 5.45 0.61 8.48 0.125
H 3.94 0.47 6.61 0.125
H 5.55 0.30 5.96 0.109
H 6.17 3.34 5.87 0.113
H 5.16 3.70 4.49 0.113
H 7.26 2.87 3.63 0.125
H 5.99 1.68 3.28 0.122
H 6.54 -0.39 3.69 0.083
H 7.87 -0.80 4.78 0.091
H 8.22 0.06 3.26 0.087
C -2.67 6.25 -3.51 -0.104
O -2.84 4.96 -4.07 -0.207
C -1.70 4.11 -3.93 -0.188
C -2.13 2.67 -3.64 -0.172
O -2.67 2.45 -2.33 -0.145
C -3.93 3.07 -2.04 -0.168
C -5.12 2.47 -2.79 -0.183
O -5.08 2.83 -4.18 -0.201
C -5.41 1.75 -5.04 -0.103
H -2.09 6.87 -4.20 0.089
H -3.66 6.69 -3.37 0.092
H -2.17 6.20 -2.54 0.085
H -1.05 4.46 -3.12 0.124
H -1.15 4.15 -4.87 0.126
H -1.23 2.04 -3.70 0.120
H -2.81 2.29 -4.41 0.109
H -3.87 4.15 -2.17 0.112
H -4.09 2.90 -0.97 0.125
H -6.05 2.88 -2.38 0.127
H -5.13 1.38 -2.66 0.117
H -4.90 0.83 -4.75 0.043
H -5.09 2.01 -6.05 0.094
H -6.49 1.59 -5.04 0.092


Record 2
55
Properties=species:S:1:pos:R:3:lowdin_charge:R:1 method="wB97M-V/def2-TZVPD" e_homo_ev=-7.680 smiles="COCCN1C=C2C(=O)[C@@](C)(OC(=O)C3CCCC3)C(=O)C=C2C=C1c1ccsc1" total_energy_ha=-1720.57855 multiplicity=1 gap_ev=7.60 largest_force_ev_per_a=1.0 e_above_lowest_kcal_mol=51.41
C 5.80 2.63 0.38 -0.097
O 4.51 3.03 0.79 -0.171
C 3.49 2.13 0.51 -0.187
C 3.42 0.96 1.52 -0.100
N 2.46 -0.03 1.10 -0.019
C 1.19 0.03 1.57 0.052
C 0.18 -0.76 1.12 -0.052
C -1.15 -0.61 1.71 -0.307
O -1.39 0.20 2.58 0.119
C -2.22 -1.59 1.23 -0.336
C -2.38 -2.68 2.30 0.042
O -3.46 -0.89 1.14 0.086
C -3.40 0.15 0.31 -0.439
O -2.37 0.53 -0.18 0.146
C -4.77 0.72 0.04 -0.190
C -5.41 -0.14 -1.08 -0.127
C -5.21 0.69 -2.34 -0.186
C -5.45 2.12 -1.85 -0.190
C -4.71 2.15 -0.51 -0.138
C -1.96 -2.27 -0.13 -0.360
O -2.91 -2.70 -0.75 0.087
C -0.60 -2.39 -0.55 0.029
C 0.41 -1.67 0.02 -0.147
C 1.76 -1.70 -0.45 0.063
C 2.73 -0.91 0.07 -0.148
C 4.10 -0.99 -0.47 -0.301
C 4.41 -0.71 -1.83 -0.139
C 5.72 -0.86 -2.11 -0.398
S 6.63 -1.37 -0.74 1.008
C 5.21 -1.37 0.23 -0.368
H 6.17 1.78 0.97 0.082
H 6.45 3.48 0.54 0.092
H 5.80 2.35 -0.68 0.091
H 2.56 2.70 0.56 0.136
H 3.60 1.72 -0.51 0.121
H 4.41 0.50 1.60 0.100
H 3.14 1.34 2.50 0.138
H 1.00 0.74 2.36 0.151
H -3.20 -3.34 2.00 0.100
H -1.46 -3.25 2.39 0.101
H -2.63 -2.21 3.25 0.098
H -5.35 0.63 0.96 0.150
H -4.95 -1.13 -1.15 0.107
H -6.47 -0.27 -0.88 0.118
H -5.89 0.40 -3.14 0.108
H -4.18 0.59 -2.69 0.117
H -5.08 2.87 -2.54 0.105
H -6.52 2.28 -1.70 0.109
H -5.15 2.87 0.18 0.111
H -3.67 2.42 -0.67 0.110
H -0.41 -3.00 -1.42 0.120
H 2.01 -2.38 -1.25 0.133
H 3.67 -0.40 -2.54 0.121
H 6.23 -0.71 -3.04 0.065
H 5.28 -1.68 1.26 0.084